Entry 1:
Below is one molecule with the formula C4H7NO, with properties calculated with ωB97M-V/def2-TZVPD.

ΔE to the lowest compared entry with this formula, charge and spin: 267.8 kJ/mol
HOMO level: -9.8 eV
calculated total energy: -7796.8690 eV
LUMO level: 0.979 eV
SMILES: C[C@@]1(C=O)CN1
Kohn-Sham gap: 10.7330 eV

Cartesian coordinates (Å):
C: -1.45 -0.30 -0.50
C: -0.22 0.26 0.19
C: 0.38 -0.36 1.41
O: 1.19 0.09 2.19
C: 1.09 0.11 -0.58
N: 0.34 1.35 -0.58
H: -2.27 0.43 -0.53
H: -1.20 -0.52 -1.54
H: -1.83 -1.21 -0.02
H: 0.11 -1.44 1.41
H: 2.02 0.16 -0.04
H: 1.03 -0.61 -1.38
H: 0.83 2.05 -0.03

Atom charges from the natural (NBO) analysis, given in e for atoms 1 to 8: atom 1 (C): -0.609, atom 2 (C): -0.036, atom 3 (C): 0.418, atom 4 (O): -0.572, atom 5 (C): -0.208, atom 6 (N): -0.562, atom 7 (H): 0.230, atom 8 (H): 0.216

---

Entry 2:
Below is one molecule with the formula C4H7NO at a distorted geometry, with properties calculated with ωB97M-V/def2-TZVPD.

ΔE to the lowest compared entry with this formula, charge and spin: 339.5 kJ/mol
HOMO level: -9.3 eV
calculated total energy: -7796.1253 eV
LUMO level: 1.106 eV
SMILES: O=CC[C@H]1CN1
Kohn-Sham gap: 10.4426 eV

Cartesian coordinates (Å):
O: -1.75 0.46 1.44
C: -1.10 1.34 0.92
C: 0.14 1.09 0.13
C: 0.60 -0.34 0.31
C: 0.06 -1.37 -0.72
N: 1.38 -0.84 -0.79
H: -1.43 2.40 1.00
H: 0.90 1.86 0.37
H: -0.09 1.25 -0.94
H: 0.05 -0.99 0.98
H: -0.75 -1.02 -1.34
H: 0.00 -2.42 -0.39
H: 2.08 -1.52 -0.55

Atom charges from the natural (NBO) analysis, given in e for atoms 1 to 8: atom 1 (O): -0.531, atom 2 (C): 0.447, atom 3 (C): -0.532, atom 4 (C): -0.184, atom 5 (C): -0.214, atom 6 (N): -0.572, atom 7 (H): 0.110, atom 8 (H): 0.235